Below is a molecular structure, C27H35CaF5N4OP2Te in a non-equilibrium geometry, with properties calculated with ωB97M-V/def2-TZVPD.

Output
DFT total energy = -94468.320 eV
energy relative to the best compared isomer or geometry (same formula, charge and spin) = 0.0 kJ/mol
orbital gap (spin up / spin down) = 4.2 / 3.9 eV
multiplicity = 1

Element x y z (Å)
Ca -0.345 2.028 0.865
C -1.963 1.819 -4.299
C -2.057 0.526 -3.984
C -1.221 -0.545 -4.596
C 0.277 -0.241 -4.738
C 0.896 0.592 -3.640
C 0.956 1.926 -3.701
C 0.402 2.698 -4.865
C -1.025 2.358 -5.329
C 1.922 0.477 3.164
H -2.665 2.573 -3.932
H -2.850 0.139 -3.350
H -1.609 -0.759 -5.601
H -1.332 -1.472 -4.025
H 0.813 -1.204 -4.788
H 0.433 0.251 -5.704
H 1.395 -0.004 -2.877
H 1.507 2.531 -2.988
H 1.055 2.572 -5.737
H 0.443 3.767 -4.642
H -1.482 3.277 -5.726
H -0.965 1.659 -6.170
H 1.116 1.262 3.158
H 2.872 1.000 3.308
H 1.750 -0.208 4.007
P 2.134 -0.300 1.699
P -1.649 -1.086 1.466
N 2.901 0.976 0.834
N 3.120 -1.565 2.076
N -2.453 0.250 0.572
N -2.962 -2.114 1.631
C 0.988 -0.789 0.436
C -0.230 -1.749 0.593
C 3.124 2.323 1.161
C 4.038 2.806 0.243
C 4.363 1.743 -0.639
C 3.662 0.633 -0.275
C 4.274 -1.523 2.892
C 4.910 -2.742 2.770
C 4.134 -3.554 1.867
C 3.054 -2.811 1.456
C -2.783 1.498 1.140
C -2.743 2.480 0.162
C -2.584 1.803 -1.102
C -2.360 0.455 -0.813
C -3.979 -2.388 0.697
C -4.959 -3.139 1.304
C -4.555 -3.353 2.678
C -3.364 -2.673 2.859
H 1.662 -1.276 -0.301
H 0.687 0.104 -0.166
H -0.558 -1.953 -0.433
H 0.074 -2.704 1.051
H 2.588 2.821 1.965
H 4.447 3.802 0.187
H 5.035 1.775 -1.490
H 3.555 -0.358 -0.689
H 4.538 -0.594 3.427
H 5.802 -3.049 3.302
H 4.287 -4.581 1.565
H 2.216 -3.012 0.773
H -2.952 1.511 2.204
H -2.834 3.563 0.334
H -2.771 2.197 -2.089
H -2.343 -0.425 -1.408
H -3.908 -2.046 -0.322
H -5.893 -3.474 0.881
H -5.064 -3.922 3.436
H -2.757 -2.549 3.734
F -1.702 0.814 7.270
Te -1.424 0.302 5.428
F -0.282 2.528 2.865
F -2.496 -1.262 5.480
F -0.005 -1.025 5.904
F -3.172 1.031 4.892
O -1.136 -0.420 2.686


Below is a molecular structure, C27H35Cl2CuN4O in a non-equilibrium geometry, with properties calculated with ωB97M-V/def2-TZVPD.

Output
DFT total energy = -106215.734 eV
orbital gap = 4.4 eV
multiplicity = 1
net charge = +4

Element x y z (Å)
C 1.817 -4.672 3.612
N 1.466 -3.299 3.259
C 0.710 -2.536 4.122
C 0.514 -1.160 3.953
C 1.111 -0.513 2.810
C 1.999 -1.259 2.031
C 2.103 -2.635 2.247
C 0.954 0.932 2.638
C 2.082 1.677 2.182
C 2.027 3.064 2.145
N 0.855 3.680 2.487
C -0.222 3.015 2.926
C -0.198 1.624 2.964
C 0.929 5.155 2.522
H 2.304 -4.722 4.586
H 2.383 -5.200 2.845
H 0.912 -5.279 3.575
H 0.191 -3.078 4.898
H -0.148 -0.609 4.604
H 2.555 -0.662 1.324
H 2.726 -3.283 1.647
H 3.048 1.255 1.945
H 2.931 3.586 1.866
H -1.113 3.389 3.407
H -1.108 1.194 3.356
H 1.935 5.480 2.791
H 0.229 5.483 3.291
H 0.520 5.598 1.615
C 3.854 5.429 -3.090
N 3.018 4.206 -3.065
C 3.066 3.336 -2.032
C 2.114 2.262 -2.055
C 1.243 1.953 -3.110
C 1.175 3.018 -4.074
C 2.064 4.083 -4.030
C 0.281 0.910 -3.056
C -1.067 1.086 -3.377
C -1.959 -0.046 -3.267
N -1.510 -1.286 -2.960
C -0.233 -1.480 -2.734
C 0.707 -0.428 -2.708
C -2.498 -2.400 -2.842
H 3.313 6.130 -3.725
H 4.841 5.305 -3.536
H 3.754 5.863 -2.095
H 3.779 3.619 -1.272
H 2.037 1.692 -1.141
H 0.338 3.062 -4.755
H 2.100 4.804 -4.834
H -1.476 2.072 -3.545
H -3.034 0.002 -3.359
H -0.018 -2.537 -2.684
H 1.716 -0.733 -2.477
H -1.925 -3.208 -2.387
H -2.748 -2.604 -3.883
H -3.369 -1.973 -2.346
Cu -2.841 0.395 0.769
C -1.751 -2.833 1.041
O -2.646 -1.953 0.440
H -2.103 -3.855 1.182
H -0.903 -2.718 0.366
H -1.318 -2.411 1.948
Cl -6.860 -4.534 0.945
C -5.383 -3.834 0.118
C -4.727 -4.777 -0.865
Cl -5.844 -5.186 -2.254
H -4.699 -3.563 0.922
H -5.691 -2.887 -0.323
H -4.573 -5.648 -0.227
H -3.739 -4.555 -1.269